[1]
Here is a molecular structure, C40H40BrFIrN8O3 from OMol25. Energies are from ωB97M-V with the def2-TZVPD basis set.

Geometry as XYZ:
```
94
Properties=species:S:1:pos:R:3:forces:R:3:mulliken_charge:R:1
Ir -0.2293 0.2891 0.1463 0.5 -0.3 0.5 3.262
C -1.5028 0.1008 2.7555 0.0 0.1 0.0 -1.476
N -0.1100 -0.0132 2.2014 0.0 0.0 -0.1 -0.590
C 0.7008 1.0495 2.8567 -0.1 0.0 -0.1 -1.462
C 0.3715 2.3615 2.2085 -0.1 -0.1 0.0 1.012
C 0.5932 3.5653 2.8450 0.0 0.0 0.0 -1.099
C 0.4385 4.7433 2.1275 0.0 0.0 0.0 -0.574
C 0.0817 4.6664 0.7916 0.0 0.0 0.0 -1.052
C -0.1596 3.4302 0.2261 0.0 0.0 0.1 -0.001
N -0.0397 2.2885 0.9233 -0.2 0.3 -0.1 0.224
C 0.4877 -1.3658 2.4465 0.0 0.0 -0.1 -1.489
C 0.2811 -2.3036 1.2872 0.0 0.1 0.0 1.216
C 0.3608 -3.6743 1.4439 0.0 0.0 0.0 -1.018
C 0.2289 -4.4930 0.3342 0.0 0.0 0.0 -0.655
C 0.0084 -3.9124 -0.9079 0.0 0.0 0.0 -1.076
C -0.0705 -2.5410 -0.9993 0.0 0.0 0.0 0.077
N 0.0859 -1.7458 0.0733 -0.2 -0.3 -0.1 0.618
C -2.4668 -0.5870 1.8563 0.0 0.0 -0.1 1.223
C -3.6293 -1.2041 2.2737 0.0 0.0 0.0 -1.195
C -4.4654 -1.7593 1.3189 0.0 0.0 0.0 -0.562
C -4.0981 -1.6974 -0.0170 0.0 0.0 -0.1 -1.216
C -2.9186 -1.0721 -0.3607 0.0 0.1 0.1 0.008
N -2.1295 -0.5047 0.5613 0.0 0.0 0.0 0.251
H -1.5208 -0.2751 3.7788 0.0 0.0 0.0 0.629
H -1.7537 1.1641 2.7697 0.0 0.0 0.1 0.395
H 0.5160 1.0593 3.9327 0.0 0.0 0.0 0.562
H 1.7586 0.8261 2.7067 0.0 0.0 0.0 0.579
H 0.8915 3.5795 3.8850 0.0 0.0 0.0 0.572
H 0.6076 5.7002 2.6035 0.0 0.0 0.0 0.493
H -0.0261 5.5544 0.1851 0.0 0.0 0.0 0.516
H -0.4688 3.3403 -0.8013 0.0 0.0 0.0 0.364
H 1.5621 -1.2334 2.5852 0.0 0.0 0.0 0.509
H 0.0942 -1.7898 3.3712 0.0 0.0 0.0 0.547
H 0.5227 -4.0944 2.4280 0.0 0.0 0.0 0.594
H 0.2863 -5.5683 0.4400 0.0 0.0 0.0 0.474
H -0.1171 -4.5153 -1.7960 0.0 0.0 0.0 0.542
H -0.2692 -2.0377 -1.9355 0.0 0.0 0.0 0.343
H -3.8753 -1.2448 3.3263 0.0 0.0 0.0 0.592
H -5.3853 -2.2459 1.6148 0.0 0.0 0.0 0.479
H -4.7201 -2.1271 -0.7889 0.0 0.0 0.0 0.530
H -2.5870 -1.0134 -1.3872 0.0 0.0 -0.1 0.418
F 2.3717 -0.7954 -6.0137 0.0 0.0 0.0 -0.342
C 1.1755 -0.2117 -5.8362 0.0 0.0 0.0 0.124
C 0.7476 -0.0422 -4.5571 0.0 0.0 0.0 -0.512
C -0.5034 0.5307 -4.2750 -0.1 0.0 0.0 0.512
C -0.9704 0.7314 -2.9211 0.1 -0.1 0.1 0.402
O -0.2442 0.2694 -1.9517 0.0 0.1 -0.2 -0.348
C -2.2042 1.3843 -2.7851 0.1 0.0 0.0 0.277
C -2.9257 1.7419 -3.9096 0.0 0.0 0.0 -0.236
N -2.5237 1.5183 -5.1519 0.0 0.0 0.0 0.284
C -3.3519 1.9771 -6.2675 0.0 0.0 0.0 -0.418
C -4.0279 0.9569 -7.1374 0.0 0.0 0.0 -0.372
C -4.8346 1.7902 -6.1899 0.0 0.0 0.0 -0.976
C -1.2833 0.9283 -5.3771 0.0 0.0 0.0 -0.459
C -0.8214 0.7587 -6.6864 0.0 0.0 0.0 -0.605
C 0.4090 0.1770 -6.9716 0.0 0.0 0.0 -0.679
N 0.8428 0.0050 -8.2742 0.0 0.0 0.0 0.222
C -0.0952 -0.1778 -9.3744 0.0 0.0 0.0 -0.755
C 0.2137 0.8051 -10.4990 0.0 0.0 0.0 -0.696
N 1.7189 0.8966 -10.6869 0.0 0.0 0.0 -0.093
C 2.4257 -0.3063 -10.1330 0.0 0.0 0.0 -0.981
C 2.2178 -0.3857 -8.6219 0.0 0.0 0.0 -0.581
C -2.8186 1.7625 -1.4873 0.1 -0.2 -0.3 -0.310
O -3.9753 2.1073 -1.4046 0.0 0.1 0.2 -0.606
O -2.0449 1.7850 -0.4320 -0.6 0.2 0.1 -0.450
H 1.3980 -0.3587 -3.7555 0.0 0.0 0.0 0.497
H -3.8791 2.2371 -3.7802 0.0 0.0 0.0 0.847
H -2.9675 2.8848 -6.7147 0.0 0.0 0.0 0.497
H -3.8930 -0.0851 -6.8783 0.0 0.0 0.0 0.207
H -4.0958 1.1636 -8.1963 0.0 0.0 0.0 0.328
H -5.2493 1.2882 -5.3266 0.0 0.0 0.0 0.351
H -5.4476 2.5874 -6.5838 0.0 0.0 0.0 0.274
H -1.4451 1.1180 -7.4889 0.0 0.0 0.0 0.910
H -1.1210 -0.0245 -9.0548 0.0 0.0 0.0 0.433
H -0.0448 -1.2082 -9.7369 0.0 0.0 0.0 0.313
H -0.1375 1.8089 -10.2717 0.0 0.0 0.0 0.401
H -0.2237 0.4809 -11.4412 0.0 0.0 0.0 0.390
H 2.0734 1.7378 -10.2287 0.0 0.0 0.0 0.386
H 1.9396 1.0023 -11.6796 0.0 0.0 0.0 0.369
H 3.4852 -0.2229 -10.3653 0.0 0.0 0.0 0.438
H 2.0298 -1.1703 -10.6620 0.0 0.0 0.0 0.399
H 2.9176 0.2834 -8.1225 0.0 0.0 0.0 0.508
H 2.4596 -1.4066 -8.3205 0.0 0.0 0.0 0.386
Br 6.4333 0.7714 -1.0723 0.0 0.0 0.0 -0.008
C 4.6060 0.7211 -0.7587 0.0 0.0 0.1 -0.089
C 3.8188 -0.3107 -1.2586 0.0 0.0 0.0 -0.819
C 2.4714 -0.3181 -0.9832 0.0 0.1 0.0 -0.005
N 1.8507 0.6220 -0.2415 0.1 -0.1 0.1 0.247
C 2.6262 1.6208 0.2266 0.0 0.2 0.0 0.050
C 3.9803 1.7073 -0.0047 0.0 0.0 0.0 -1.028
H 4.2531 -1.1047 -1.8496 0.0 0.0 0.0 0.535
H 1.8542 -1.1043 -1.3727 0.0 -0.1 -0.1 0.322
H 2.1550 2.4039 0.8005 0.2 -0.1 -0.1 0.349
H 4.5391 2.5381 0.4025 0.0 0.0 0.0 0.548
```
Positions in Å, forces in eV/Å.

Summary:
2S+1: 2
charge: +4



[2]
Here is 2 unconnected molecules or ions with the total composition C6H17N2 from OMol25. Energies are from ωB97M-V with the def2-TZVPD basis set.

Geometry as XYZ:
```
25
Properties=species:S:1:pos:R:3:forces:R:3:mulliken_charge:R:1
C -0.7206 -0.1625 -2.7815 0.0 -1.2 0.1 -1.308
C -0.6204 0.7652 -1.4841 -0.1 1.4 -0.2 0.449
C -1.7549 0.3969 -0.4750 0.2 -0.8 0.1 -0.885
C -1.2822 0.7374 0.9264 0.1 0.3 0.5 -0.862
C -0.3116 -0.3015 1.5472 -2.1 -0.2 -0.8 -0.739
C 1.0274 0.2717 1.9228 -0.4 0.0 1.3 -0.131
N 1.8148 -0.7578 2.4847 0.2 -0.3 -1.1 -0.432
N 0.6695 0.5072 -1.0658 -0.9 -1.1 0.2 -0.347
H -1.5342 0.1859 -3.4171 0.1 0.6 0.2 0.346
H -1.0065 -1.1442 -2.4098 0.3 -0.1 -0.1 0.376
H 0.2024 -0.2419 -3.3456 0.0 0.2 0.0 0.409
H -0.7450 1.8110 -1.7768 -0.1 0.0 0.1 0.447
H -2.0013 -0.6652 -0.5526 0.3 0.0 0.1 0.393
H -2.6961 0.8893 -0.7189 0.4 0.5 -0.4 0.457
H -0.7465 1.6891 1.0193 -0.5 0.3 -0.5 0.424
H -2.2168 0.8508 1.4768 0.3 0.0 0.5 0.390
H -0.2180 -1.1032 0.8070 0.5 -0.1 0.2 0.397
H -0.8998 -0.7288 2.3589 0.7 -0.2 0.4 0.369
H 0.9369 1.0700 2.6666 -0.1 0.1 -0.1 0.396
H 1.3887 0.8300 1.0003 0.3 -0.3 -0.5 0.049
H 4.0881 -5.7868 -4.3713 0.0 -0.3 0.0 0.011
H 2.6100 -0.6118 3.0844 0.0 0.5 -0.1 0.246
H 1.9688 -1.5150 1.8322 0.0 -0.2 0.3 0.204
H 1.1684 1.3790 -1.1084 0.9 0.7 -0.3 0.354
H 4.1824 -5.0608 -4.3705 0.0 0.3 0.0 -0.011
```
Positions in Å, forces in eV/Å.

Summary:
2S+1: 1
charge: +1



Summary of relative energy (zero: lowest compared OMol25 entry of this formula, charge and spin) in kcal/mol
24.3 145.0
(order as listed above)
Summary of DFT total energy in a.u.
-4988.9813 -347.8597
(order as listed above)